# C45H50Cl2N2O11

A cluster of 5 separate species, C45H50Cl2N2O11 in total at a distorted geometry (ωB97M-V/def2-TZVPD, the OMol25 dataset).

- SMILES = COCCCCCCCC[C@@](C#N)(CCCOC(C)=O)[C@H](C#N)[C@H](Cl)[C@H](C)Cl.O=C1C=CC(=O)C=C1.O=C1C=CC(=O)C=C1.O=C1C=CC(=O)C=C1.O=C1C=CC(=O)C=C1
- orbital gap (eV) = 7.835

```
110
C45H50Cl2N2O11 (ωB97M-V/def2-TZVPD)
C 5.199 3.249 -0.455
O 5.013 3.696 0.918
C 4.598 5.092 0.972
C 3.455 5.271 2.104
C 2.526 6.534 1.629
C 1.388 5.890 0.643
C 0.307 7.013 0.242
C -0.161 6.933 -1.331
C -1.668 6.398 -1.535
C -1.814 4.892 -2.076
C -1.436 3.705 -1.061
C -1.596 4.275 0.465
N -1.647 4.710 1.597
C -2.697 2.654 -1.148
C -4.017 3.230 -0.361
C -5.295 2.381 -0.944
O -6.087 1.936 0.202
C -7.357 2.592 0.264
C -7.776 3.662 1.412
O -8.236 2.303 -0.594
C 0.012 3.071 -1.152
C 1.016 3.751 -2.241
N 1.695 4.331 -3.067
C 0.185 1.498 -1.386
Cl -0.560 0.816 -2.917
C -0.076 0.589 -0.039
C 1.282 0.569 0.878
Cl -0.416 -1.133 -0.612
H 4.345 3.569 -1.152
H 6.243 3.599 -0.805
H 5.221 2.100 -0.455
H 4.100 5.400 -0.030
H 5.475 5.803 1.241
H 2.827 4.310 2.088
H 3.870 5.394 3.164
H 3.134 7.363 1.115
H 2.047 6.952 2.603
H 0.922 5.031 1.274
H 1.889 5.425 -0.277
H 0.810 8.048 0.398
H -0.650 7.013 0.869
H -0.179 8.050 -1.664
H 0.626 6.437 -1.999
H -2.349 6.649 -0.625
H -2.112 7.063 -2.384
H -1.289 4.851 -3.104
H -2.944 4.786 -2.346
H -2.487 1.643 -0.666
H -3.012 2.587 -2.254
H -3.972 2.947 0.765
H -4.149 4.369 -0.516
H -5.887 2.970 -1.727
H -4.825 1.416 -1.389
H -6.946 3.811 2.193
H -8.733 3.333 1.964
H -7.953 4.657 0.855
H 0.560 3.282 -0.145
H 1.331 1.357 -1.552
H -0.892 1.025 0.637
H 1.149 -0.284 1.633
H 2.176 0.325 0.198
H 1.372 1.598 1.382
C 2.597 -2.241 -1.928
C 2.103 -3.369 -2.438
C 2.961 -4.552 -2.657
O 2.511 -5.582 -3.125
C 4.388 -4.436 -2.287
C 4.882 -3.306 -1.776
C 4.023 -2.124 -1.558
O 4.472 -1.092 -1.090
H 1.983 -1.365 -1.762
H 1.060 -3.470 -2.714
H 5.002 -5.311 -2.453
H 5.924 -3.204 -1.500
C 4.229 -5.347 2.058
C 4.074 -4.882 3.298
C 5.128 -4.077 3.952
O 4.989 -3.654 5.084
C 6.358 -3.808 3.178
C 6.513 -4.274 1.938
C 5.459 -5.078 1.284
O 5.598 -5.502 0.151
H 3.468 -5.939 1.564
H 3.179 -5.069 3.879
H 7.119 -3.216 3.672
H 7.407 -4.086 1.357
C -4.334 -5.611 -2.596
C -3.537 -5.307 -1.570
C -2.551 -4.211 -1.663
O -1.822 -3.934 -0.727
C -2.481 -3.463 -2.937
C -3.277 -3.767 -3.963
C -4.264 -4.863 -3.869
O -4.993 -5.140 -4.805
H -5.061 -6.411 -2.545
H -3.576 -5.843 -0.629
H -1.753 -2.662 -2.987
H -3.239 -3.230 -4.903
C -3.804 -8.379 3.115
C -2.814 -9.038 3.719
C -1.442 -8.489 3.762
O -0.537 -9.091 4.310
C -1.211 -7.182 3.112
C -2.201 -6.522 2.509
C -3.573 -7.071 2.466
O -4.477 -6.468 1.917
H -4.815 -8.766 3.074
H -2.967 -9.996 4.200
H -0.201 -6.794 3.154
H -2.048 -5.564 2.028
```

# C45H50N3O3RuS

A structure of composition C45H50N3O3RuS (ωB97M-V/def2-TZVPD, the OMol25 dataset).

- expectation value of S² = 6.0355
- net charge = +1
- 2S+1 = 5
- orbital gap (alpha / beta) (eV) = 7.387 / 5.904

```
103
C45H50N3O3RuS (ωB97M-V/def2-TZVPD)
Ru -0.040 1.201 0.017
C 2.869 -3.620 -0.761
C 4.257 -3.009 -0.939
C 4.844 -3.497 -2.269
C 5.147 -3.480 0.219
C 4.210 -1.484 -0.938
C 5.413 -0.761 -1.086
C 5.455 0.613 -1.081
C 4.254 1.299 -0.919
S 3.979 3.011 -0.857
C 2.310 2.721 -0.655
N 1.953 1.453 -0.633
C 3.055 0.608 -0.771
C 3.029 -0.786 -0.786
C 1.283 3.723 -0.432
C 1.477 5.094 -0.535
C 0.420 5.944 -0.252
C -0.809 5.426 0.138
C -1.005 4.054 0.233
C 0.037 3.187 -0.063
H 2.947 -4.707 -0.775
H 2.188 -3.336 -1.564
H 2.423 -3.337 0.193
H 4.849 -4.587 -2.293
H 5.870 -3.159 -2.409
H 4.253 -3.142 -3.113
H 5.162 -4.569 0.254
H 4.771 -3.113 1.175
H 6.175 -3.138 0.107
H 6.340 -1.301 -1.208
H 6.390 1.140 -1.203
H 2.087 -1.297 -0.673
H 2.437 5.499 -0.831
H 0.556 7.013 -0.328
H -1.623 6.099 0.371
H -1.954 3.660 0.555
C -0.594 1.980 -3.425
C -1.262 0.610 -3.493
C -0.378 -0.451 -2.849
C -2.703 0.642 -3.001
C -3.652 0.412 -3.990
C -5.007 0.530 -3.747
C -5.410 0.985 -2.513
C -4.513 1.242 -1.476
C -5.177 1.981 -0.299
C -4.322 3.015 0.420
C -5.973 1.116 0.686
C -3.144 0.942 -1.690
N -2.240 0.895 -0.568
C -2.720 0.255 0.463
C -2.076 0.235 1.719
C -2.425 -0.395 2.911
C -1.411 -0.092 3.824
C -0.472 0.707 3.160
N -0.883 0.918 1.892
C 0.863 1.196 3.662
C 1.060 2.673 3.316
C 0.947 1.020 5.178
C 1.973 0.367 3.001
H 0.377 1.968 -3.923
H -0.443 2.314 -2.391
H -1.216 2.729 -3.914
H -1.329 0.347 -4.553
H 0.083 0.001 -1.958
H 0.450 -0.710 -3.514
H -2.008 -1.462 -2.511
H -3.307 0.152 -4.982
H -5.728 0.332 -4.527
H -6.460 1.188 -2.338
H -5.935 2.572 -0.822
H -3.670 2.584 1.181
H -4.978 3.726 0.924
H -3.719 3.573 -0.296
H -5.347 0.683 1.463
H -6.502 0.310 0.178
H -6.715 1.730 1.195
H -3.650 -0.295 0.361
H -3.314 -0.976 3.086
H -1.369 -0.388 4.856
H 0.290 3.293 3.778
H 1.025 2.851 2.238
H 2.032 3.009 3.678
H 0.143 1.553 5.686
H 1.895 1.416 5.541
H 0.896 -0.030 5.464
H 1.988 0.507 1.914
H 1.839 -0.698 3.197
H 2.947 0.668 3.388
O -0.516 -4.399 -1.617
C -0.362 -4.552 -0.290
C -0.214 -5.844 0.204
C -0.019 -6.057 1.554
C 0.041 -4.991 2.451
C -0.083 -3.704 1.977
C -0.282 -3.478 0.605
C -0.543 -2.126 0.182
O -1.058 -1.645 -2.525
O 0.070 -1.105 0.280
H -0.761 -3.490 -1.861
H -0.260 -6.664 -0.498
H 0.082 -7.069 1.917
H 0.189 -5.168 3.506
H -0.048 -2.854 2.647
```